*w*
The molecule C4H12N2O, computed with ωB97M-V/def2-TZVPD.

Results
HOMO-LUMO gap: 9.6 eV
SMILES: NCCNCCO

Structure (XYZ):
```
19
C4H12N2O ωB97M-V/def2-TZVPD
N -1.9989 0.3767 2.0130
C -1.1981 -0.6355 1.3210
C -1.1388 -0.3502 -0.1990
N -0.1658 -1.1992 -0.8815
C 0.9920 -0.4688 -1.4637
C 1.7557 0.4659 -0.5337
O 2.4887 1.3528 -1.4027
H -2.4222 1.1465 1.5136
H -1.5474 0.8121 2.8054
H -0.1925 -0.5143 1.7138
H -1.6895 -1.6074 1.3562
H -1.0966 0.7372 -0.3819
H -2.1344 -0.6317 -0.6037
H 0.2234 -1.7563 -0.1204
H 0.5568 0.1310 -2.2671
H 1.6582 -1.2378 -1.8724
H 2.4758 0.0571 0.1570
H 1.0074 1.0617 -0.0073
H 2.4263 2.2602 -1.1464
```

Charges in e, computed with Löwdin, in the same order as the atoms: -0.02, -0.27, -0.27, -0.07, -0.20, -0.24, -0.08, 0.06, 0.06, 0.10, 0.11, 0.11, 0.11, 0.09, 0.12, 0.12, 0.11, 0.10, 0.06

---

*x*
C4H12N2O as an isolated structure, computed with ωB97M-V/def2-TZVPD.

Results
HOMO-LUMO gap: 9.0 eV

Structure (XYZ):
```
19
C4H12N2O ωB97M-V/def2-TZVPD
C -0.8177 -0.5010 -1.0033
C -0.7263 0.4453 0.1802
C -1.3682 -0.0794 1.4443
N 0.0813 -0.0770 -2.0894
H -0.1929 0.8346 -2.4419
H 0.0286 -0.7232 -2.8693
H -1.8683 -0.5867 -1.3219
H -0.4982 -1.4953 -0.6826
H -1.1561 1.4248 -0.0763
H 0.4827 1.1714 0.1175
H -2.4480 -0.1981 1.3167
H -1.1790 0.5944 2.2787
H -0.9495 -1.0500 1.7151
N 1.8682 -0.6599 0.2410
C 1.3563 0.4293 0.9312
O 1.3789 0.6074 2.1289
H 2.6308 -1.1065 0.7307
H 1.8210 -0.5836 -0.7696
H 1.5564 1.5535 0.1701
```

Charges in e, computed with Löwdin, in the same order as the atoms: -0.30, -0.30, -0.10, -0.02, 0.07, 0.07, 0.11, 0.11, 0.12, 0.12, 0.08, 0.08, 0.08, 0.10, -0.59, 0.01, 0.11, 0.07, 0.18

---

Among the structures above, stability is smallest for *x*.